The following is a DFT calculation (ωB97M-V with the def2-TZVPD basis set) of 3 unconnected molecules or ions with the total composition C19H37FN2O6 in a non-equilibrium geometry.

XYZ file:
```
65
Properties=species:S:1:pos:R:3:lowdin_charge:R:1
C 3.276 -1.799 2.270 -0.11
C 2.840 -2.367 0.809 -0.19
C 1.278 -2.093 0.464 -0.22
F 1.153 -2.384 -0.977 -0.10
C 0.254 -3.057 1.244 -0.20
C 0.951 -4.182 2.147 -0.14
N 1.705 -4.934 2.731 0.14
C -0.852 -2.301 2.140 -0.12
C -0.316 -1.011 2.919 -0.14
N -0.096 0.139 3.253 0.15
H 2.405 -1.234 2.753 0.05
H 3.473 -2.721 2.951 0.07
H 4.243 -1.188 2.235 0.08
H 3.439 -1.769 0.012 0.12
H 3.148 -3.468 0.650 0.12
H 1.068 -0.973 0.567 0.16
H -0.336 -3.632 0.423 0.16
H -1.827 -2.082 1.550 0.14
H -1.177 -3.057 2.962 0.13
C -3.252 -4.362 -7.333 -0.11
O -2.868 -4.140 -5.990 -0.21
C -2.501 -5.342 -5.319 -0.19
C -1.456 -5.058 -4.244 -0.18
O -0.140 -4.845 -4.763 -0.13
C 0.071 -3.622 -5.473 -0.17
C 0.067 -2.385 -4.579 -0.19
O -1.264 -2.035 -4.213 -0.20
C -1.333 -1.392 -2.956 -0.11
H -4.181 -4.942 -7.373 0.09
H -3.414 -3.392 -7.807 0.09
H -2.460 -4.882 -7.883 0.09
H -2.098 -6.078 -6.027 0.13
H -3.406 -5.748 -4.855 0.12
H -1.375 -5.951 -3.614 0.13
H -1.755 -4.241 -3.586 0.12
H -0.627 -3.526 -6.305 0.12
H 1.069 -3.713 -5.914 0.13
H 0.494 -1.535 -5.122 0.13
H 0.674 -2.580 -3.687 0.12
H -0.866 -2.005 -2.179 0.06
H -2.386 -1.259 -2.696 0.09
H -0.853 -0.409 -3.001 0.09
C 0.968 8.438 4.341 -0.11
O 0.505 7.111 4.504 -0.21
C -0.891 6.983 4.249 -0.19
C -1.213 5.591 3.712 -0.17
O -0.858 5.409 2.339 -0.13
C 0.540 5.336 2.049 -0.17
C 1.204 4.054 2.541 -0.19
O 1.417 4.107 3.948 -0.21
C 1.391 2.829 4.552 -0.12
H 0.533 9.090 5.106 0.09
H 2.055 8.435 4.447 0.09
H 0.725 8.815 3.342 0.09
H -1.227 7.735 3.522 0.13
H -1.413 7.142 5.197 0.12
H -2.300 5.464 3.748 0.13
H -0.788 4.803 4.336 0.12
H 1.060 6.227 2.404 0.12
H 0.609 5.352 0.957 0.12
H 2.182 3.937 2.064 0.12
H 0.574 3.195 2.279 0.12
H 0.457 2.309 4.322 0.04
H 1.447 2.960 5.635 0.09
H 2.248 2.232 4.224 0.08
```

## Properties
SMILES: CC[C@@H](F)[C@@H](C#N)CC#N.COCCOCCOC.COCCOCCOC
Kohn-Sham gap, eV: 9.1